Entry 1:
Here is a molecular structure, C21H23AlClN2PS in a non-equilibrium geometry from the OMol25 dataset. Energies are from ωB97M-V with the def2-TZVPD basis set.

XYZ file:
```
50
Properties=species:S:1:pos:R:3
Cl -0.56 -3.00 -0.65
S -3.36 -0.94 0.32
P 0.70 0.36 -0.05
Al -1.19 -1.06 -0.03
N -4.22 -3.34 1.37
N -4.52 -3.23 -0.81
C 4.23 -1.59 -0.84
C 2.46 -0.20 0.08
C 0.23 3.68 2.32
C 0.38 1.74 3.74
C -0.15 1.92 -3.74
C 2.90 -1.14 -0.87
C 0.12 3.10 3.58
C 3.36 0.30 1.03
C 1.86 2.27 -1.83
C -4.74 -4.64 -0.51
C 0.86 2.86 -3.96
C -0.15 1.16 -2.56
C 0.70 1.53 1.34
C 0.55 2.91 1.19
C 1.88 3.01 -3.02
C 4.68 -0.17 1.08
C -4.53 -4.72 1.00
C 0.80 1.39 -1.57
C -4.07 -2.57 0.28
C 5.11 -1.14 0.15
C 0.69 0.95 2.63
H -3.82 -3.09 2.26
H -2.17 3.30 -0.32
H 3.05 1.06 1.76
H -0.21 3.71 4.44
H 4.57 -2.30 -1.59
H -0.93 1.77 -4.48
H 0.86 3.47 -4.87
H 2.19 -1.55 -1.59
H -5.40 -5.08 1.55
H 6.13 -1.50 0.20
H 0.91 -0.11 2.74
H -2.23 3.40 0.42
H 5.34 0.21 1.85
H -3.68 -5.38 1.21
H 0.00 4.74 2.18
H 0.63 3.37 0.21
H 0.31 1.27 4.73
H -0.89 0.36 -2.44
H -4.37 -2.90 -1.75
H -3.99 -5.26 -1.01
H 2.71 3.71 -3.21
H 2.69 2.35 -1.12
H -5.73 -4.98 -0.83
```

- molecular weight (g mol⁻¹) = 428.90
- charge = +2
- LUMO (eV) = -7.35
- total energy (eV) = -64361.3582
- HOMO energy (eV) = -14.557

***

Entry 2:
Here is C7H11N in the gas phase in a non-equilibrium geometry from the OMol25 dataset. Energies are from ωB97M-V with the def2-TZVPD basis set.

XYZ file:
```
19
Properties=species:S:1:pos:R:3
N -2.24 -0.23 0.38
C 0.50 -1.17 -0.07
C 2.10 0.65 -0.05
C 0.92 1.21 -0.47
C -0.21 0.13 -0.25
C -1.09 0.56 1.01
C 1.94 -0.84 0.25
C -1.58 -0.20 -1.00
H 2.73 -1.79 0.14
H -0.15 -2.07 0.51
H 0.36 -1.53 -1.13
H -1.68 0.85 -1.59
H -1.89 -0.88 -1.70
H -0.81 0.34 2.00
H -0.91 1.65 0.88
H 0.73 2.29 -0.45
H -3.15 0.16 0.81
H 2.02 -0.89 1.38
H 2.90 1.40 0.00
```

- SMILES = C1=CC2(CC1)CNC2
- molecular weight (g mol⁻¹) = 109.17
- charge = 0
- ΔE to the lowest compared entry with this formula, charge and spin (kJ/mol) = 509.3
- LUMO (eV) = 1.04
- total energy (eV) = -8922.4498
- HOMO energy (eV) = -8.695

***

Entry 3:
Here is 4 unconnected molecules or ions with the total composition C4H8O2 in a non-equilibrium geometry from the OMol25 dataset. Energies are from ωB97M-V with the def2-TZVPD basis set.

XYZ file:
```
14
Properties=species:S:1:pos:R:3
O -0.53 -0.26 0.26
O 0.77 0.10 -1.55
C -0.56 -1.98 -1.28
C -0.44 1.16 0.69
C -0.05 -0.59 -0.93
C 0.96 1.34 1.30
H 1.66 0.76 0.60
H 1.33 2.39 1.35
H -1.23 -2.00 -2.82
H -1.73 -2.24 -0.07
H 0.91 -2.87 -1.19
H 0.88 0.98 2.42
H -0.65 1.76 -0.19
H -1.34 1.43 1.39
```

- molecular weight (g mol⁻¹) = 88.11
- charge = 0
- ΔE to the lowest compared entry with this formula, charge and spin (kJ/mol) = 826.4
- LUMO (eV) = -0.54
- total energy (eV) = -8364.7168
- HOMO energy (eV) = -10.172

***

Entry 4:
Here is C16H21ClN4O2 in the gas phase from the OMol25 dataset. Energies are from ωB97M-V with the def2-TZVPD basis set.

XYZ file:
```
44
Properties=species:S:1:pos:R:3
Cl 6.84 -0.36 -1.44
O -5.56 -0.78 -0.10
O -0.45 2.96 -0.42
N 1.96 0.61 0.12
N 2.07 -0.78 1.87
N -3.44 -0.37 -0.70
N -1.07 0.41 0.65
C 3.22 0.05 0.11
C 4.42 -1.54 1.51
C -2.38 0.72 1.21
C -0.05 0.39 1.69
C 5.51 -1.38 0.67
C -4.56 -1.13 -0.69
C 1.47 1.52 -0.88
C -1.14 -0.86 -0.07
C 0.94 2.85 -0.32
C -3.40 0.86 0.08
C -2.14 -0.72 -1.22
C 4.31 0.21 -0.73
C 1.32 0.06 1.21
C 3.27 -0.82 1.23
C 5.44 -0.52 -0.42
C -4.50 -2.43 -1.47
H -2.18 -1.65 -1.79
H -4.40 1.03 0.48
H 2.29 1.70 -1.57
H -3.77 -3.11 -1.04
H -2.71 -0.06 1.91
H -3.12 1.69 -0.58
H -2.32 1.67 1.76
H 4.46 -2.20 2.36
H -1.47 -1.67 0.60
H -0.04 1.38 2.16
H 1.27 2.96 0.73
H 1.34 3.69 -0.89
H 6.42 -1.92 0.86
H -0.16 -1.11 -0.46
H -5.48 -2.89 -1.41
H -1.81 0.09 -1.89
H -0.27 -0.34 2.48
H 0.66 1.04 -1.45
H -0.84 2.13 -0.07
H -4.26 -2.25 -2.51
H 4.30 0.87 -1.59
```

- SMILES = CC(=O)N1CCN(Cc2nc3ccc(Cl)cc3n2CCO)CC1
- molecular weight (g mol⁻¹) = 336.82
- charge = 0
- LUMO (eV) = 0.55
- total energy (eV) = -39511.6673
- HOMO energy (eV) = -8.583

***

HOMO-LUMO gap (eV)
7.20; 9.74; 9.63; 9.14